Record 1
Computed, not measured: the molecule C21H23N3O4S at a distorted geometry, with wB97M-V/def2-TZVPD.

Geometry as XYZ:
```
52
Properties=species:S:1:pos:R:3:forces:R:3:nbo_charge:R:1
S 0.523 1.151 1.913 -0.697 -0.304 0.106 2.304
O 1.390 2.218 2.315 0.015 0.181 -0.039 -0.946
O 0.913 -0.186 2.272 -0.069 -0.053 -0.235 -0.943
O -1.948 3.146 5.692 0.025 -0.208 -0.045 -0.533
O 1.340 -4.347 -5.023 -0.246 -0.134 0.414 -0.485
N 1.211 -2.102 -4.620 0.290 -1.470 -0.811 -0.321
N 0.902 -1.084 -3.843 -0.280 1.064 0.905 -0.211
N -1.007 1.497 2.543 0.772 -0.100 -0.698 -0.866
C -0.107 -2.541 -2.225 0.208 -0.331 -0.481 0.011
C 0.961 -3.329 -4.244 -0.139 0.622 0.278 0.521
C -1.227 -4.061 -0.734 -0.028 0.168 0.064 -0.188
C -0.090 -4.947 -2.657 -0.002 -0.039 0.013 -0.166
C -1.556 3.110 4.328 0.051 -0.232 -0.400 0.099
C -0.417 3.632 0.320 -0.028 0.297 -0.082 -0.676
C -0.481 4.185 4.143 -0.176 -0.049 0.070 -0.446
C -0.297 1.150 -2.545 0.021 -0.187 0.127 -0.128
C 2.003 -3.996 -6.224 0.244 0.129 -0.433 -0.254
C -1.029 1.702 3.985 -0.044 0.460 0.588 -0.257
C -0.237 2.374 -0.459 -0.038 0.157 -0.107 0.133
C 0.105 -0.022 -1.906 -0.062 0.424 0.250 -0.098
C -0.466 2.321 -1.832 0.051 -0.012 0.172 -0.245
C -1.085 3.999 6.428 0.125 0.307 0.249 -0.065
C 0.362 0.025 -0.539 0.049 -0.190 -0.200 -0.112
C -0.815 -5.150 -1.512 0.082 -0.089 -0.143 -0.200
C 0.184 1.202 0.158 0.030 -0.076 0.586 -0.411
C 0.263 -3.641 -3.031 0.007 0.288 0.043 -0.124
C 0.129 4.268 5.541 -0.232 -0.127 0.047 -0.434
C -0.889 -2.778 -1.081 -0.025 -0.072 0.077 -0.210
C 0.310 -1.248 -2.689 0.104 -0.374 -0.273 0.149
H 0.587 5.232 5.749 0.071 0.003 0.016 0.221
H 2.906 -3.422 -6.008 -0.061 -0.049 -0.056 0.197
H -2.446 3.297 3.712 0.116 -0.013 0.030 0.178
H -0.685 4.458 -0.333 -0.019 0.045 -0.030 0.216
H 2.252 -4.935 -6.713 -0.028 0.039 0.047 0.192
H 0.878 3.486 5.670 0.071 -0.002 0.040 0.206
H -1.190 3.497 1.074 -0.033 0.103 0.015 0.240
H -0.779 3.218 -2.347 -0.036 0.100 -0.015 0.217
H -1.618 4.933 6.653 0.083 -0.086 0.021 0.163
H -1.232 -1.944 -0.489 -0.021 0.006 0.067 0.225
H 1.352 -3.392 -6.859 0.075 -0.047 0.020 0.194
H -0.833 3.504 7.369 -0.015 0.077 -0.048 0.185
H -0.936 5.136 3.867 0.000 0.021 -0.034 0.207
H 0.214 -5.766 -3.289 0.006 -0.098 -0.019 0.232
H -0.467 1.125 -3.609 -0.025 0.006 -0.103 0.234
H -1.655 0.787 2.238 -0.082 -0.163 -0.133 0.397
H -0.010 1.591 4.363 -0.091 -0.021 0.254 0.209
H -1.823 -4.239 0.149 -0.051 0.014 0.064 0.219
H -1.662 0.964 4.484 0.083 -0.019 -0.109 0.213
H -1.088 -6.151 -1.212 -0.013 -0.081 0.000 0.220
H 0.736 -0.831 0.002 -0.009 -0.153 -0.024 0.243
H 0.243 3.890 3.388 -0.012 0.121 -0.065 0.247
H 0.505 3.868 0.847 -0.018 0.148 0.015 0.249
```
Forces are in eV/Å.

Molecular weight (g/mol): 413.5
E (eV): -45644.7129
Total charge: 0
Orbital gap (eV): 8.6
SMILES: COc1nnc(-c2ccc(C)c(S(=O)(=O)NC[C@@H]3CCCO3)c2)c2ccccc12


Record 2
Computed, not measured: a structure of composition C22H47B2BeO5 at a distorted geometry, with wB97M-V/def2-TZVPD.

Geometry as XYZ:
```
77
Properties=species:S:1:pos:R:3:forces:R:3:lowdin_charge:R:1
O -0.334 -0.630 1.030 0.292 0.155 -0.174 -0.165
O -0.744 3.733 3.511 0.037 -0.186 0.052 -0.193
O -5.962 -2.059 -3.513 0.390 0.200 -0.328 -0.018
O -1.281 -0.272 -2.771 0.477 -0.341 0.635 0.198
O -5.998 -1.249 -5.620 -0.249 0.093 2.097 0.123
C -0.570 -1.986 0.720 -0.719 -0.112 -0.909 -0.146
C -6.118 -1.044 -4.424 0.032 -0.192 -2.060 -0.500
C 0.486 4.371 3.776 0.100 -0.019 -0.025 -0.244
C -2.737 0.148 -0.725 0.203 -0.592 0.640 0.055
C 1.499 -1.386 -1.670 -0.059 -0.900 -0.640 -0.165
C 4.936 -1.154 0.111 0.328 0.632 -0.329 -0.205
C 3.609 2.552 2.285 -0.386 0.359 -0.096 -0.209
C 3.944 2.304 0.827 0.275 -0.100 0.031 -0.224
C -2.046 -3.428 -0.902 -0.716 0.781 -0.143 -0.097
C 1.618 3.353 3.658 -0.428 0.482 0.154 -0.175
C 0.846 -0.308 1.739 -0.217 0.246 0.101 -0.065
C -4.201 -3.154 -2.290 0.310 0.551 0.310 -0.131
C -6.492 0.301 -3.864 0.343 -0.203 0.152 0.019
C 3.949 -0.970 -1.050 -0.656 -0.468 0.418 -0.171
C 0.375 -2.405 -1.745 0.097 1.392 -0.353 -0.044
C -1.844 4.568 3.774 -0.114 -0.092 -0.012 -0.114
C -4.898 -1.834 -2.571 -0.329 -0.377 -0.125 -0.192
C 4.828 -0.055 1.165 0.075 -0.139 -0.430 -0.188
C 2.748 -1.932 -0.996 1.119 0.682 0.066 -0.309
C 2.460 3.564 2.417 0.345 -0.496 0.303 -0.208
C 5.107 1.340 0.584 -0.557 0.254 0.224 -0.189
C -3.573 -3.246 -0.880 -0.144 -0.806 -0.403 -0.179
B -1.693 -0.698 -1.560 -0.114 1.075 -1.952 -0.342
B -1.042 -2.145 -0.837 0.902 -2.766 2.260 -0.414
Be 3.414 -3.761 0.060 -0.365 -0.171 -0.045 0.639
H 2.220 3.433 4.559 0.313 -0.144 0.073 0.118
H 0.638 5.196 3.074 0.002 0.143 -0.122 0.124
H -1.958 5.334 3.008 -0.001 0.174 -0.113 0.088
H 0.718 -3.346 -1.293 -0.487 -0.220 0.576 0.110
H -5.693 0.681 -3.232 0.134 0.016 0.161 0.071
H 4.164 3.267 0.372 0.091 0.143 -0.169 0.121
H 0.293 -2.635 0.920 0.209 -0.002 0.160 0.111
H -6.630 1.001 -4.671 -0.209 0.105 -0.190 0.089
H -2.728 3.943 3.793 -0.185 -0.103 -0.104 0.085
H 1.298 -1.178 2.209 0.064 -0.228 0.039 0.097
H -7.373 0.210 -3.238 -0.218 0.022 0.020 0.097
H -3.993 -4.140 -0.430 -0.093 -0.070 0.244 0.112
H -3.614 0.365 -1.326 -0.070 -0.088 -0.296 0.071
H -1.761 5.050 4.748 0.099 0.103 0.154 0.087
H -5.311 -1.417 -1.655 -0.082 0.185 0.127 0.128
H -3.056 -0.328 0.191 -0.047 0.054 0.246 0.080
H 2.527 -2.175 0.066 -0.306 0.195 0.106 0.032
H 1.823 3.490 1.538 -0.153 0.151 -0.165 0.116
H -1.795 -4.057 -0.045 0.288 0.081 0.227 0.116
H 1.231 -0.469 -1.157 -0.169 0.121 0.222 0.123
H -3.892 -2.429 -0.240 0.078 0.247 0.115 0.102
H 4.424 -1.091 -2.015 0.138 0.066 -0.195 0.128
H 3.066 1.924 0.298 -0.249 -0.057 0.005 0.095
H 6.001 1.762 1.029 0.270 0.006 -0.021 0.116
H 2.885 4.562 2.469 -0.043 0.262 -0.270 0.118
H 1.797 -1.122 -2.681 0.004 0.304 -0.123 0.137
H 5.250 1.297 -0.492 0.304 -0.113 -0.182 0.107
H 3.326 1.640 2.806 0.031 -0.265 0.007 0.100
H -1.798 -3.995 -1.798 0.046 -0.037 -0.212 0.112
H -2.259 1.091 -0.466 0.209 0.111 0.096 0.097
H 0.087 -2.622 -2.767 -0.130 0.170 -0.206 0.118
H 0.468 4.807 4.775 -0.098 0.047 0.199 0.119
H 4.826 -2.130 0.608 0.025 -0.252 -0.032 0.042
H -4.914 -3.953 -2.445 -0.144 -0.160 -0.035 0.123
H 0.593 0.408 2.515 -0.080 0.090 0.150 0.090
H 1.558 0.180 1.078 0.251 0.001 -0.149 0.067
H -1.379 -2.377 1.346 -0.024 0.098 0.347 0.131
H -4.183 -1.149 -3.019 0.078 0.325 0.075 0.113
H 3.524 0.026 -1.014 0.113 0.345 -0.056 0.102
H 1.140 2.378 3.671 0.082 -0.257 -0.033 0.099
H -3.398 -3.268 -3.011 -0.043 -0.223 -0.361 0.117
H 4.487 2.948 2.788 0.198 -0.064 0.165 0.122
H 3.822 -0.072 1.576 -0.136 -0.057 0.298 0.086
H 5.541 -0.276 1.950 -0.073 -0.056 0.334 0.120
H -1.256 0.687 -2.822 -0.333 0.317 -0.439 0.136
H 3.049 -2.863 -1.523 -0.146 -0.133 -0.098 0.060
H 5.945 -1.109 -0.289 0.222 -0.295 0.006 0.122
```
Forces are in eV/Å.

Molecular weight (g/mol): 422.2
E (eV): -35554.4771
Total charge: +1
Orbital gap (eV): 3.1


Record 3
Computed, not measured: a cluster of 3 separate species, C12H13BN3O6 in total at a distorted geometry, with wB97M-V/def2-TZVPD.

Geometry as XYZ:
```
35
Properties=species:S:1:pos:R:3:forces:R:3:nbo_charge:R:1
O 0.001 -1.036 2.378 -0.585 -1.445 -0.029 -0.544
O -3.320 -4.629 -3.875 1.599 0.446 -0.133 -0.394
O 3.828 2.324 -0.195 -1.081 -0.100 0.585 -0.419
O -1.728 -0.284 3.141 -0.112 -2.975 1.371 -0.393
O 2.557 1.043 1.053 0.427 2.141 -1.415 -0.303
O -1.349 -4.368 -4.804 -1.169 0.081 1.159 -0.393
N -0.999 -1.289 3.240 -1.041 4.714 -1.658 0.370
N -2.137 -4.258 -3.853 -0.331 -0.376 -0.767 0.508
N 2.775 2.082 0.415 0.675 -1.602 0.500 0.491
C 0.881 5.218 -0.425 -0.021 -0.343 0.205 -0.230
C 0.515 2.874 1.064 0.096 -0.090 -0.023 -0.197
C -0.317 4.997 0.257 0.078 -0.130 0.044 -0.191
C 1.714 3.095 0.373 -0.807 0.756 -0.051 0.091
C -2.479 -3.544 -1.501 0.028 0.011 0.040 -0.212
C -1.634 -3.653 -2.614 0.264 0.315 0.691 0.063
C 1.904 4.269 -0.369 -0.064 -0.044 0.041 -0.216
C 0.170 -2.645 -1.363 -0.458 -0.211 -0.189 -0.213
C -0.499 3.831 1.003 0.347 0.173 -0.262 -0.213
C -0.666 -2.545 -0.250 0.074 -0.018 0.021 -0.163
C -1.988 -2.989 -0.318 0.188 -0.104 -0.485 -0.216
C -0.309 -3.200 -2.551 0.027 0.016 0.044 -0.211
B 1.278 -0.752 3.067 1.895 -0.413 0.059 -0.132
H 1.198 -2.294 -1.302 -0.222 -0.069 -0.009 0.231
H 2.140 -1.012 2.275 0.292 -0.252 -0.304 -0.080
H 0.356 1.969 1.647 0.256 -0.007 -0.109 0.289
H -3.511 -3.885 -1.539 0.298 0.014 -0.208 0.238
H 1.016 6.130 -1.003 0.026 -0.196 0.103 0.212
H -0.286 -2.118 0.677 -0.047 -0.026 -0.161 0.280
H 1.458 -1.412 4.042 -0.235 -0.498 0.666 -0.091
H 1.424 0.401 3.352 -0.418 0.777 0.223 -0.103
H -1.435 3.667 1.533 0.238 -0.056 -0.084 0.226
H -1.114 5.737 0.205 0.153 -0.132 0.012 0.209
H 0.357 -3.275 -3.408 -0.342 -0.084 0.105 0.239
H 2.831 4.457 -0.906 -0.158 -0.263 0.209 0.241
H -2.634 -2.906 0.553 0.130 -0.007 -0.192 0.227
```
Forces are in eV/Å.

Molecular weight (g/mol): 306.1
E (eV): -30079.3848
Total charge: -1
Orbital gap (eV): 6.5